Entry 1:
105
Properties=species:S:1:pos:R:3:forces:R:3 method="wB97M-V/def2-TZVPD" orbital_gap_ha=0.382 smiles="O=C1OC[C@@H](F)O1.O=C1OC[C@@H](F)O1.CCOC(=O)OC.CCOC(=O)OC.CCOC(=O)OC.O=C1OCCO1.O=C1OCCO1.O=C1OCCO1.O=C1OCCO1" total_charge=0 de_lowest_ev=4.324 spin_multiplicity=1
O -1.73066 1.78961 4.38146 -2.0093 1.2930 0.9108
C -2.68015 2.09572 5.06348 -0.6429 -2.4931 -2.2356
O -4.03577 2.12581 4.68857 1.0590 -0.0117 -1.3292
C -4.74278 2.65333 5.75898 -1.4592 0.8208 1.5382
C -3.92774 2.26448 6.98359 -0.2661 2.8960 -1.8743
F -4.31341 1.12998 7.52472 -0.1683 -1.7053 0.5873
O -2.68600 2.16492 6.36373 2.3909 0.1932 3.2205
H -4.89949 3.72624 5.64761 0.6965 0.2981 0.0664
H -5.76453 2.35632 5.99543 -0.0812 -1.0909 -1.0772
H -3.95400 3.05746 7.73099 0.4783 -0.2067 0.1823
O -0.29092 -2.38969 -3.94550 1.1094 0.5006 2.9688
C 0.32604 -2.79399 -2.96277 -0.6985 1.1010 -3.9568
O 0.55099 -4.05170 -2.84597 0.6751 -4.2527 1.1888
C 1.54705 -4.30750 -1.79083 -0.8310 -1.2733 -1.6471
C 1.47009 -3.04407 -1.04139 -0.0555 -0.7635 -0.0006
F 2.73810 -2.77693 -0.61818 -0.8537 0.8069 0.4314
O 1.03552 -2.16932 -2.02561 -0.0290 3.4351 -0.0321
H 1.31256 -5.22928 -1.25845 -0.1924 0.2372 -0.0620
H 2.51617 -4.40300 -2.28051 0.0256 0.0346 0.0615
H 0.65409 -3.04287 -0.31872 0.8524 0.1604 1.0693
C -1.83904 5.32370 -1.95048 0.1843 0.6788 0.2982
C -3.03367 5.77152 -1.06824 0.1772 -1.4351 -0.7794
O -2.75816 7.02841 -0.45848 -0.4553 -0.0216 -0.2687
C -3.67724 7.55692 0.38032 -2.0591 -2.3364 -0.4979
O -4.83149 7.15854 0.61539 2.9529 0.9537 -0.7453
O -3.04731 8.55312 0.92232 0.5204 1.4381 0.8306
C -3.74864 9.35846 1.83420 -0.7334 1.0172 1.0100
H -0.91921 5.38861 -1.36927 0.0977 0.2119 -0.1297
H -1.76720 5.92532 -2.85657 0.1363 0.5037 0.2617
H -1.83754 4.32148 -2.37902 -0.7580 -0.2869 0.6056
H -3.20294 5.05497 -0.26450 -0.1315 -0.1040 -0.0945
H -3.90707 5.79554 -1.71993 -0.2651 0.3106 0.3485
H -4.46065 8.80314 2.44475 0.0808 -0.2009 -0.2139
H -4.28066 10.18088 1.35600 -0.1641 -0.2672 -0.4648
H -3.05946 9.87471 2.50249 0.4198 -0.4607 -0.1442
C 1.69070 6.58197 5.37632 1.0571 -0.7208 -0.7230
C 2.41325 6.11251 4.06582 -0.4415 2.3168 0.5430
O 3.55572 5.28208 4.40815 -0.2068 0.0285 -1.9248
C 4.35855 4.90167 3.35664 -0.2919 0.5614 -2.1511
O 4.37168 5.32407 2.17715 -0.5220 -0.8873 3.7019
O 5.14864 3.92794 3.80944 -0.3565 0.3080 0.7730
C 5.97541 3.24746 2.85794 -0.5090 1.0665 -0.4497
H 1.19823 5.72135 5.82899 -0.2194 0.3328 0.1967
H 1.03963 7.43999 5.20898 -0.4242 -0.4484 -0.4494
H 2.41523 7.01155 6.06815 0.2875 -0.4328 0.0716
H 2.68976 7.03468 3.55470 1.0588 0.1144 0.2144
H 1.72134 5.78984 3.28784 0.0623 -1.4767 0.4132
H 6.31562 4.01692 2.16491 0.4016 -0.3118 -0.1187
H 5.31678 2.57667 2.30627 0.4134 -0.3717 0.0628
H 6.79304 2.78521 3.41103 -0.3123 -0.0848 -0.1648
C 6.64714 2.79942 -4.50598 0.0211 -0.5231 -0.6086
C 6.53250 4.02859 -5.36696 0.5855 0.3208 0.3215
O 6.90287 5.24867 -4.64371 0.4324 0.6309 0.1027
C 8.14823 5.46333 -4.16707 2.7307 -1.7814 -0.2561
O 9.13628 4.70192 -4.31513 -2.9315 1.9975 0.3713
O 8.20697 6.64349 -3.50242 -1.3239 -1.0510 -0.5203
C 9.34683 7.04855 -2.71480 -0.8340 -0.2193 -0.1701
H 7.71003 2.57271 -4.42256 -0.1526 -0.1855 0.2895
H 6.16614 2.03384 -5.11477 0.1378 -0.4193 0.0842
H 6.15749 2.76118 -3.53290 0.0027 0.5671 -0.0805
H 5.55220 4.18924 -5.81564 -0.2187 0.4074 0.7739
H 7.13781 3.85499 -6.25666 0.6267 0.3906 0.1961
H 8.94518 7.47232 -1.79437 -0.2002 0.0553 -0.1151
H 9.78007 7.86184 -3.29700 0.7434 -0.4181 0.2434
H 9.94689 6.19082 -2.41094 0.3770 0.2287 -0.6305
O -0.13555 -5.61084 4.57024 -2.2554 0.7232 1.5841
C -1.15738 -5.21322 5.11656 2.3729 -1.0147 -1.1847
O -2.13466 -4.59817 4.47480 0.6635 0.9064 -2.0331
C -3.20773 -4.26784 5.29671 -0.3195 0.3615 0.6623
C -2.59423 -4.48015 6.67785 -0.4475 0.1187 1.1275
O -1.48594 -5.32300 6.40970 0.4070 -0.9080 0.5457
H -3.52909 -3.23239 5.18412 0.1252 -0.0405 -0.3539
H -3.98746 -4.94312 4.94441 -0.4554 0.0264 0.8761
H -3.28749 -4.83443 7.44072 0.0088 -1.0474 -0.3711
H -2.16592 -3.65238 7.24305 -0.0878 0.8833 -0.8809
O -4.40000 -9.83689 0.18027 1.4956 -0.3984 -0.5189
C -3.36331 -10.41258 -0.02448 -0.2236 0.7697 0.8612
O -2.09760 -9.87228 0.08414 -1.2997 1.0036 0.1077
C -1.07571 -10.83001 -0.12170 -0.5839 0.3133 -0.7632
C -1.88017 -12.10511 -0.23489 -0.0909 -0.8143 -0.5258
O -3.25391 -11.70969 -0.31888 -0.0281 -0.0447 0.7130
H -0.57781 -10.62319 -1.06901 0.3338 0.2665 0.2405
H -0.41909 -10.78635 0.74723 0.1372 -0.1558 -0.3004
H -1.62560 -12.67616 0.65797 -0.7759 -0.6228 -0.2070
H -1.81438 -12.64398 -1.18009 1.0337 -0.3021 0.3849
O -8.20017 1.43512 -1.49824 2.1727 -5.1800 -0.6860
C -7.71755 0.26881 -1.59229 -1.0591 3.8623 1.5947
O -7.76079 -0.56302 -2.64540 -0.1111 -0.2804 1.1645
C -7.43091 -1.88208 -2.11004 0.6173 -0.7266 -1.8352
C -6.57885 -1.67412 -0.91505 -0.0857 1.7868 1.4266
O -7.04917 -0.35426 -0.54943 -0.4222 1.2591 -0.1882
H -8.33959 -2.42706 -1.85429 0.0051 0.0473 -0.4049
H -6.80610 -2.31774 -2.88972 -0.6816 -0.5584 -0.1204
H -5.49534 -1.64151 -1.02930 -0.0392 0.1183 -0.5787
H -6.74948 -2.28430 -0.02810 -0.3907 -0.3365 -0.3785
O 0.88272 -9.96933 -6.47171 1.2346 2.3184 -1.8144
C 1.32012 -8.98875 -7.05690 -0.6384 -1.2979 1.7488
O 2.63968 -8.64300 -7.18591 -0.7369 -0.3585 0.7267
C 2.68782 -7.26472 -7.56037 1.9345 -0.5365 -0.5167
C 1.35995 -7.03374 -8.16546 0.0602 1.7525 -0.8474
O 0.55745 -7.99480 -7.58750 -0.9820 -1.6396 0.9711
H 2.84321 -6.54673 -6.75511 0.0356 -0.6326 0.6584
H 3.56466 -7.17851 -8.20211 -0.2576 0.1718 -0.2803
H 1.27960 -7.12482 -9.24867 0.2081 0.2147 -0.0209
H 1.11045 -6.03974 -7.79422 -0.8700 0.0160 -0.6063

***

Entry 2:
104
Properties=species:S:1:pos:R:3:forces:R:3 method="wB97M-V/def2-TZVPD" orbital_gap_ha=0.266 total_charge=0 de_lowest_ev=1.698 spin_multiplicity=1
C 36.13100 29.38000 35.95800 -0.2310 9.1310 2.6292
C 35.79800 30.38700 34.81500 2.3554 -1.3436 -0.8051
N 34.34900 30.53200 34.79000 -3.6283 4.2047 -1.0140
C 33.37600 29.58900 34.51200 2.0267 -3.4229 0.2093
C 32.18900 30.20500 34.41300 -2.8562 -1.2762 -3.5661
N 32.36400 31.54300 34.32800 0.8145 -2.1994 2.6186
C 33.58500 31.74700 34.76500 3.0041 -1.8285 -1.4957
C 31.32100 32.50000 34.35500 1.5803 3.4204 -0.9966
H 36.34200 30.10300 36.93700 -1.5318 -2.1638 -1.8173
H 37.06600 29.16400 35.83100 5.3627 -2.3619 -1.1039
H 35.47700 28.64700 36.02500 -2.8720 -3.3721 0.6755
H 36.20700 29.80900 33.92500 -1.4393 0.7659 0.2661
H 36.48000 31.33900 34.69700 -2.0734 -1.3401 1.0116
H 33.68400 28.46000 34.37200 -0.9516 2.6574 0.4675
H 31.23700 29.98300 33.87700 0.8593 -1.1389 1.1540
H 33.95800 32.71600 34.68700 1.2151 1.3883 0.6905
H 30.38300 32.36000 34.75000 -1.7401 -1.9342 1.7300
H 31.00900 32.90600 33.38100 1.1833 0.0398 -0.0887
H 31.82500 33.21700 35.00300 -0.9282 1.1583 -0.5162
Cl 35.07400 35.40500 34.69600 -0.0337 -0.1457 -0.0820
C 32.61100 34.87300 39.16500 1.3929 -0.0477 -2.6166
C 33.64000 34.50900 38.03900 -4.1845 1.2546 1.3473
C 34.69600 33.63200 38.33200 -2.0208 0.6129 2.2187
C 34.71300 33.02100 39.64200 -6.2583 5.1753 -1.5313
C 33.78400 33.39900 40.67400 1.7032 -3.8793 0.7396
C 32.77700 34.25400 40.42500 -3.9122 2.4038 -1.1943
O 31.71500 34.40700 41.39100 3.7698 -2.5730 0.1951
O 35.72800 33.39600 37.48900 -0.4086 -0.2027 -0.1216
H 31.68300 35.65000 38.94600 2.6789 -2.2925 0.4622
H 33.27900 34.86200 36.98400 1.4081 -0.4531 2.0185
H 35.58500 32.66900 39.75300 6.1271 -3.7716 1.8352
H 33.64900 32.75900 41.65800 0.8869 1.5826 -1.9537
H 31.12500 35.05500 41.13400 -1.6807 2.1360 -1.1049
H 35.57000 33.99500 36.74800 0.4015 0.0496 -0.4521
C 31.05600 39.45400 35.00100 1.2882 -3.3375 -0.6208
C 31.90800 38.21100 34.80400 -3.5906 0.2704 -1.3715
C 31.29400 37.02900 34.26700 -0.6717 1.4478 -0.4527
C 29.87700 37.14200 33.88300 1.2773 -1.2854 0.9892
C 29.13500 38.26900 34.10600 -1.4224 1.0240 -0.6278
C 29.67200 39.42900 34.63200 2.8152 -0.4431 1.3523
O 28.88300 40.47100 34.92700 -1.8921 1.1930 0.2745
O 31.98300 35.83700 33.95300 -1.0972 1.0408 0.6209
H 31.65700 40.22100 35.49600 -0.9304 0.3308 -0.3260
H 32.98300 38.18700 34.89600 -0.0039 0.3935 0.5176
H 29.23600 36.30800 33.59800 0.8656 -0.3305 -0.3470
H 28.02200 38.40900 33.82500 1.8194 -0.9495 0.3642
H 27.90400 40.25800 34.91600 1.9260 0.0572 -0.1627
H 32.93200 35.80400 34.21100 -0.4988 0.6390 0.1920
C 38.40600 39.19400 32.00200 -1.9704 -1.0943 3.0599
C 37.34200 38.13600 32.39100 2.5300 1.8785 0.0368
C 36.86900 37.29200 31.40400 0.6206 1.1160 -2.0775
C 37.43600 37.42900 30.07200 -0.1578 0.5987 0.6680
C 38.44500 38.41400 29.76400 -1.8986 -2.3932 -2.5203
C 38.88400 39.33700 30.68400 -0.4128 -1.1311 3.4830
O 39.86800 40.18000 30.36900 0.2784 0.7142 -2.3704
O 35.79200 36.44200 31.61500 1.3893 0.5520 -1.8502
H 38.77000 39.86800 32.93600 -0.7253 -1.5687 -2.6116
H 37.02200 37.94000 33.48100 0.6554 0.7906 -1.8010
H 36.97800 36.76200 29.29400 0.8299 0.7951 0.6698
H 38.82200 38.42500 28.67200 -0.5278 0.1383 2.0344
H 40.43200 40.53500 31.03400 0.0269 0.0179 1.2583
H 35.78800 36.37000 32.54500 -0.6541 -0.5467 2.1330
C 31.81700 32.48400 29.77900 4.1404 4.7140 5.2772
C 32.93300 32.26900 30.78300 1.0352 -1.7454 -0.6306
C 33.49200 33.29700 31.52700 -4.5049 1.3704 -2.6750
C 32.81400 34.53500 31.44900 -2.5690 1.0688 -2.5236
C 31.72100 34.87500 30.53000 3.1263 -3.9626 1.4596
C 31.25900 33.74400 29.65400 1.6763 2.8984 3.9846
O 30.29600 34.13600 28.85000 4.2216 -2.7871 -5.4415
O 34.45000 33.12400 32.36600 3.6084 0.1001 2.9911
H 31.56000 31.65200 29.37500 -2.1549 -4.8261 -3.2075
H 33.59700 31.22300 31.01600 -2.4529 2.5348 -1.2762
H 33.07700 35.30300 32.12500 0.5344 0.6964 0.4255
H 31.32700 35.90600 30.57700 -0.0141 -0.9338 -0.3813
H 29.51100 34.40500 29.10100 -5.6198 1.9499 2.7854
H 34.78700 33.95400 32.84400 -0.9555 -1.1104 -0.9319
C 39.07000 33.71300 31.65900 -1.7380 0.8950 2.6231
C 38.10700 33.86300 32.84300 0.4628 -0.2438 -4.4217
C 38.69800 33.83700 34.10200 -0.8432 0.7756 0.3080
C 40.06300 33.75400 34.35900 2.2039 -0.7367 -2.8734
C 40.98500 33.57000 33.18300 -3.7288 0.6785 4.6937
C 40.44800 33.59600 31.94300 -2.3713 0.1349 -1.1404
O 41.33900 33.51200 30.95600 1.9711 -0.2629 -1.8324
O 37.89400 33.98200 35.19600 -2.5991 1.5923 0.4904
H 38.82500 33.84300 30.57000 -0.3259 -0.2730 1.3857
H 36.89100 34.02800 32.65600 3.7683 -0.5222 0.6048
H 40.43100 33.82600 35.40400 -0.2927 -0.1438 -0.9907
H 42.01100 33.45900 33.33000 1.4675 -0.0572 0.1716
H 41.05800 33.61400 30.03300 -0.5409 0.0126 0.7938
H 37.04300 34.60100 35.02600 2.5949 -1.9037 0.0764
C 35.92300 41.26700 37.47400 -4.2128 -6.8516 -3.9159
C 35.36200 39.91200 37.88100 0.8126 1.5612 -4.2015
C 35.15000 38.97300 36.85000 0.0697 2.9409 -0.9751
C 35.23700 39.31700 35.41900 0.8578 0.6302 1.5330
C 35.56400 40.59800 35.09300 1.2482 1.0209 4.2459
C 36.00100 41.55900 36.13600 -1.1881 -0.3717 -0.3605
O 36.45300 42.80300 35.73700 0.4148 -1.5292 -2.0088
O 34.72700 37.77700 37.19100 -3.0364 5.5044 8.7706
H 36.43600 41.71700 38.14300 2.8674 3.8171 4.5301
H 34.98300 39.62300 38.82800 0.4203 0.0236 1.0335
H 35.26200 38.67800 34.52600 -0.5928 -0.5172 0.9945
H 35.83600 40.77000 34.12900 0.3231 1.0125 -2.7577
H 36.35900 43.47500 36.37900 -0.2846 0.6716 1.3210
H 34.91200 37.23000 36.60100 2.3134 -7.9768 -8.2768

***

Entry 3:
17
Properties=species:S:1:pos:R:3:forces:R:3 method="wB97M-V/def2-TZVPD" orbital_gap_ha=0.383 total_charge=+1 de_lowest_ev=2.145 spin_multiplicity=1
C 0.83439 -0.47934 1.75690 -0.8868 -1.0967 -0.2666
C 0.29219 0.13919 0.51533 1.1236 1.2536 1.4528
C 0.45666 1.40888 0.17576 0.5766 0.1520 -2.4622
N 1.39186 2.32466 0.71587 -0.3467 0.8773 0.8133
N -0.13045 -0.80761 -0.49003 -0.2043 -1.0020 -1.5973
H 1.82484 -0.87923 1.53478 0.1865 0.1772 0.5087
H 0.19011 -1.32761 2.00027 0.0792 -0.3040 -0.0001
H 0.74606 0.12612 2.64643 0.5716 0.5367 -0.1404
H 0.12094 1.72400 -0.82137 -0.4945 -0.3428 0.1094
H 2.07075 2.54649 -0.01155 0.2929 -0.7373 -0.0235
H 0.98644 3.26166 0.76504 -0.4041 -0.2387 0.6102
H 0.47783 -1.63619 -0.48855 -0.0948 0.0289 0.5531
H 0.05587 -0.46018 -1.43747 -0.3605 0.4098 0.1739
H -1.10203 -1.17154 -0.53735 -0.0190 0.3463 0.1909
H -3.23448 -1.98613 -1.66745 -0.6092 -0.4157 0.3542
H -2.50035 -1.34961 -2.81476 0.1338 0.0796 0.5807
O -2.48064 -1.43355 -1.84187 0.4556 0.2759 -0.8571